# 1
The following is a quantum chemistry calculation of C4H8O2 in the gas phase, from OMol25.

SMILES = C[C@H](C=O)CO
Energy = -307.6686 a.u.
Spin multiplicity = 1
HOMO-LUMO gap = 0.380 Ha
Highest occupied orbital energy = -9.62 eV
Total charge = 0
Relative energy (zero: lowest compared OMol25 entry of this formula, charge and spin) = 27.5 kcal per mole

Geometry (Å):
C 0.5266 -0.6553 -1.3709
C 0.2480 -0.2684 0.0820
C -0.6348 -1.2912 0.7787
O -0.4549 -2.4815 0.6631
C -0.3021 1.1462 0.1737
O -0.4987 1.4662 1.5368
H 0.8027 -1.7096 -1.4422
H 1.3407 -0.0488 -1.7815
H -0.3612 -0.4946 -1.9942
H 1.1946 -0.2974 0.6432
H -1.4417 -0.8983 1.4330
H 0.4207 1.8266 -0.3043
H -1.2473 1.2201 -0.3903
H -0.8973 2.3430 1.5858

# 2
The following is a quantum chemistry calculation of 2 unconnected molecules or ions with the total composition C62H75N3O4S2, from OMol25.

Energy = -3668.9414 a.u.
Spin multiplicity = 1
HOMO-LUMO gap = 0.165 Ha
Highest occupied orbital energy = -6.27 eV
Total charge = 0

Geometry (Å):
C -5.8456 0.7419 -0.9036
C -5.4859 1.5192 0.3728
C -6.1335 2.9060 0.3515
C -3.9820 1.5772 0.5783
C -3.2050 2.6956 0.2658
C -1.8162 2.6286 0.3269
C -0.9585 3.7112 -0.3350
C -1.6533 5.0696 -0.4209
C -0.3935 3.2624 -1.6769
C -1.1740 1.4912 0.9175
C 0.2705 1.5356 1.1785
N 0.8491 2.5243 1.9859
C 0.2317 3.6956 2.5877
C 0.7353 4.9867 2.3265
C 2.0158 5.2095 1.5311
C 3.1872 5.2060 2.4972
C 1.9720 6.4502 0.6447
C 0.0748 6.0975 2.8689
C -1.1364 5.9565 3.5329
C -1.6376 4.6812 3.7745
C -0.8977 3.5494 3.4228
C -1.1729 2.2180 4.1095
C -2.5876 2.1069 4.6806
C -0.1132 1.9849 5.1826
N 2.1935 2.4321 1.9549
N 2.4831 1.3535 1.1822
C 3.8774 1.1820 0.8084
C 4.3734 1.8306 -0.3345
C 3.5299 2.8382 -1.1148
C 2.9873 2.1823 -2.3762
C 4.3087 4.1237 -1.4206
C 5.6710 1.5575 -0.7619
C 6.5069 0.7566 0.0060
C 6.0559 0.2662 1.2315
C 4.7448 0.4768 1.6511
C 4.2802 -0.0450 3.0181
C 3.0697 -0.9709 2.8820
C 4.0731 1.0653 4.0623
C 1.2993 0.7751 0.6338
C 1.2188 -0.3267 -0.2388
C -1.9728 0.3461 1.2360
C -1.4333 -0.9834 1.7607
C -1.8720 -2.1636 0.8688
C -1.8141 -1.2158 3.2372
C -3.3495 0.4362 1.0552
H -5.4079 -0.2638 -0.9068
H -6.9330 0.6355 -0.9977
H -5.4761 1.2772 -1.7902
H -5.8841 0.9520 1.2286
H -5.7925 3.5101 1.1978
H -5.8775 3.4231 -0.5805
H -7.2243 2.8257 0.4112
H -3.6857 3.6047 -0.0965
H -0.0986 3.8529 0.3288
H -2.1959 5.2833 0.5144
H -0.9213 5.8756 -0.5835
H -2.3602 5.0773 -1.2672
H 0.1527 2.3154 -1.5707
H -1.2099 3.1075 -2.3999
H 0.2906 4.0230 -2.0826
H 2.1226 4.3492 0.8602
H 3.2008 4.2266 2.9862
H 4.1431 5.3574 1.9857
H 3.0524 5.9898 3.2543
H 1.0977 6.4258 -0.0190
H 1.9281 7.3710 1.2432
H 2.8703 6.4839 0.0147
H 0.5128 7.0932 2.7524
H -1.6929 6.8331 3.8683
H -2.5865 4.5609 4.3013
H -1.0614 1.4558 3.3315
H -3.3375 2.5179 3.9911
H -2.8480 1.0579 4.8581
H -2.6445 2.6292 5.6455
H 0.8938 1.9831 4.7460
H -0.1602 2.7963 5.9232
H -0.2709 1.0320 5.6988
H 2.6933 3.0979 -0.4495
H 2.5119 1.2244 -2.1231
H 2.2470 2.8239 -2.8676
H 3.8084 1.9910 -3.0838
H 4.7237 4.5590 -0.4997
H 5.1466 3.9143 -2.0981
H 3.6677 4.8762 -1.9009
H 6.0339 1.9929 -1.6976
H 7.5081 0.5100 -0.3525
H 6.7309 -0.3118 1.8698
H 5.1184 -0.6537 3.3828
H 3.1413 -1.5639 1.9604
H 2.9941 -1.6570 3.7327
H 2.1440 -0.3858 2.8442
H 4.9934 1.6498 4.1922
H 3.2802 1.7583 3.7529
H 3.7987 0.6439 5.0387
H 2.1471 -0.7480 -0.6164
H 0.2382 -0.5354 -0.6637
H -0.3342 -0.9453 1.7028
H -1.2316 -2.2025 -0.0192
H -1.7311 -3.1112 1.3950
H -2.9052 -2.1275 0.5042
H -1.5208 -0.3698 3.8763
H -2.8979 -1.3676 3.3710
H -1.2876 -2.0929 3.6406
H -3.9660 -0.4380 1.2737
C -5.1007 -6.8736 -2.4635
C -3.8734 -7.2916 -2.9778
C -2.9271 -6.3485 -3.3743
C -3.1653 -4.9890 -3.1872
S -1.9369 -3.7361 -3.6537
C -0.2772 -4.0809 -3.0064
C 0.3265 -3.3630 -1.9671
C 0.7037 -4.0451 -0.7452
C 0.0012 -5.2304 -0.3954
C 0.4511 -6.0253 0.6575
C 1.5923 -5.6779 1.3945
C 2.2584 -4.4855 1.0948
C 1.7910 -3.6519 0.0762
S 0.6504 -5.4786 -3.7200
C 0.4670 -5.7934 -5.4961
C 0.4044 -7.1131 -5.9577
C 0.4277 -7.3710 -7.3331
C 0.5335 -6.3203 -8.2453
C 0.6053 -5.0094 -7.7764
C 0.5938 -4.7493 -6.4055
O 2.0617 -5.2215 -3.5102
O 0.0383 -6.6644 -3.1275
O -1.8167 -3.7969 -5.0981
O -2.3603 -2.5262 -2.9797
C -4.4054 -4.5613 -2.7017
C -5.3723 -5.5038 -2.3569
H -5.8538 -7.6055 -2.1720
H -3.6348 -8.3477 -3.0991
H -1.9831 -6.6767 -3.7893
H 0.6395 -2.3352 -2.1454
H -0.8751 -5.5014 -0.9923
H -0.1132 -6.9175 0.9185
H 1.9517 -6.3236 2.1942
H 3.1477 -4.1970 1.6602
H 2.2792 -2.6991 -0.1372
H 0.3320 -7.9297 -5.2426
H 0.3891 -8.4023 -7.6847
H 0.5878 -6.5141 -9.3183
H 0.6930 -4.1672 -8.4637
H 0.6867 -3.7356 -6.0264
H -4.5950 -3.4948 -2.5852
H -6.3464 -5.1605 -2.0142

# 3
The following is a quantum chemistry calculation of 2 unconnected molecules or ions with the total composition C8H18N2Si, from OMol25.

Energy = -714.3005 a.u.
Spin multiplicity = 3
HOMO-LUMO gap (alpha / beta) = 0.170 / 0.175 Ha
Highest occupied orbital energy (alpha / beta) = -3.86 / -7.78 eV
Total charge = 0
Relative energy (zero: lowest compared OMol25 entry of this formula, charge and spin) = 40.1 kcal per mole

Geometry (Å):
C -2.1810 -2.2516 -1.2953
C 2.4574 0.1327 -2.4518
C -1.4221 -1.3466 -1.8227
C 1.9935 0.3063 -1.2035
C -0.5460 -0.8928 2.0365
C 1.7528 -1.1401 1.9167
C -1.5470 1.9369 -0.9091
C 0.2980 2.3965 0.8430
N 0.5532 -0.8913 1.1326
N -0.2975 1.5884 -0.2528
Si 0.3593 0.0244 -0.3805
H -2.5761 -3.0408 -1.9904
H -2.2670 -2.5003 -0.1788
H 3.3922 0.4864 -2.6828
H 1.9477 -0.3297 -3.2426
H -1.3305 -1.2120 -2.8590
H 2.6454 0.8131 -0.4381
H -0.6035 0.0813 2.4758
H -1.5498 -0.9730 1.6344
H -0.4606 -1.6920 2.8197
H 1.7920 -0.3525 2.7731
H 1.7888 -2.0909 2.3793
H 2.5501 -0.8455 1.3433
H -2.3777 1.2295 -0.6067
H -1.9630 2.9335 -0.7925
H -1.3995 1.7448 -2.0243
H 1.3044 2.5707 0.7672
H -0.1458 3.3560 0.7372
H 0.0797 1.9860 1.8555

# 4
The following is a quantum chemistry calculation of 2 unconnected molecules or ions with the total composition C4H12O3, from OMol25.

Energy = -384.9194 a.u.
Spin multiplicity = 2
HOMO-LUMO gap (alpha / beta) = 0.399 / 0.162 Ha
Highest occupied orbital energy (alpha / beta) = -14.38 / -14.38 eV
Total charge = +1
Relative energy (zero: lowest compared OMol25 entry of this formula, charge and spin) = 47.8 kcal per mole

Geometry (Å):
C 0.0077 1.3668 0.0149
O -0.8794 2.4269 0.1044
C -0.2752 0.6890 -1.3563
C -0.6976 -0.7656 -1.1793
C 0.4892 -1.6510 -0.7979
O 1.5922 -1.6026 -1.6646
H 1.0363 1.7425 0.1173
H -0.2045 0.6802 0.8306
H -0.8165 3.0309 -0.6621
H 0.5255 0.9089 -2.0568
H -1.1907 1.1438 -1.7829
H -1.0447 -1.1098 -2.1607
H -1.4761 -0.9115 -0.4328
H 0.1657 -2.6942 -0.6896
H 0.8807 -1.3491 0.1794
H 1.3202 -1.9114 -2.5400
H -0.5892 -0.7454 3.4154
H -0.6567 -0.5860 4.9175
O -0.1239 -0.3135 4.1685